No. 1
This record from the OMol25 dataset describes CH2DyO4 as an isolated structure at a distorted geometry. The level of theory is the ωB97M-V functional and the def2-TZVPD basis.

Values from the calculation:
Highest occupied orbital energy (spin up / spin down) in hartree: -0.312 / -0.312
E_LUMO (spin up / spin down) in eV: -0.77 / -1.88
E_tot in eV: -33342.69147
Multiplicity: 7
HOMO-LUMO gap (spin up / spin down) in eV: 7.7 / 6.6

```
8
Properties=species:S:1:pos:R:3:mulliken_spin:R:1
O -0.87 0.99 0.57 0.0269
C -1.55 0.14 -0.12 -0.1048
O -1.27 -1.16 0.03 0.0021
O -2.23 0.47 -1.10 -0.0013
Dy 1.32 1.87 0.29 6.0818
H -0.23 -1.31 0.09 0.0022
O 2.04 -0.28 0.31 -0.0155
H 2.79 -0.72 -0.07 0.0087
```

***

No. 2
This record from the OMol25 dataset describes CH2EuLiO as an isolated structure at a distorted geometry. The level of theory is the ωB97M-V functional and the def2-TZVPD basis.

Values from the calculation:
Highest occupied orbital energy (spin up / spin down) in hartree: -0.194 / -0.218
ΔE to the lowest compared entry with this formula, charge and spin in kcal/mol: 149.5
E_LUMO (spin up / spin down) in eV: -0.18 / -0.59
E_tot in eV: -22640.13689
Multiplicity: 9
HOMO-LUMO gap (spin up / spin down) in eV: 5.1 / 5.3

```
6
Properties=species:S:1:pos:R:3:mulliken_spin:R:1
C -0.01 -0.54 -0.23 1.1125
O 0.70 0.50 0.01 0.4976
H -0.63 -0.82 0.67 0.1349
Eu 1.73 -2.28 -1.40 6.2215
Li -0.15 2.10 0.61 0.0163
H -1.65 1.04 0.34 0.0173
```

***

No. 3
This record from the OMol25 dataset describes a 2-piece molecular cluster, CH2F2N2 overall at a distorted geometry. The level of theory is the ωB97M-V functional and the def2-TZVPD basis.

Values from the calculation:
Highest occupied orbital energy (spin up / spin down) in hartree: -0.406 / -0.394
ΔE to the lowest compared entry with this formula, charge and spin in kcal/mol: 89.8
E_LUMO (spin up / spin down) in eV: -2.68 / -1.86
E_tot in eV: -9479.72331
HOMO-LUMO gap (spin up / spin down) in eV: 8.4 / 8.8

```
7
Properties=species:S:1:pos:R:3:lowdin_charge:R:1
C 0.10 0.00 -0.16 -0.6248
N 1.32 0.07 -0.34 0.2794
N -0.46 0.01 1.05 0.1781
F -0.85 -0.29 -1.03 0.1186
F 1.24 0.68 -2.44 -0.1565
H 0.09 -0.09 1.79 0.0489
H -1.43 -0.38 1.13 0.1562
```

***

No. 4
This record from the OMol25 dataset describes a 3-piece molecular cluster, CH2F2N2O overall at a distorted geometry. The level of theory is the ωB97M-V functional and the def2-TZVPD basis.

Values from the calculation:
Highest occupied orbital energy (spin up / spin down) in hartree: -0.385 / -0.386
ΔE to the lowest compared entry with this formula, charge and spin in kcal/mol: 113.6
E_LUMO (spin up / spin down) in eV: -4.49 / -4.49
E_tot in eV: -11525.09774
HOMO-LUMO gap (spin up / spin down) in eV: 6.0 / 6.0

```
8
Properties=species:S:1:pos:R:3:lowdin_charge:R:1
C 0.81 -0.22 -0.24 -0.4824
N -2.43 -1.28 0.35 0.2610
N -0.34 -0.44 0.07 0.1428
O 1.95 -0.06 -0.36 0.0881
F -2.47 -1.46 1.72 -0.0408
F 2.50 2.31 -1.09 -0.1901
H -2.78 -0.27 0.21 0.1106
H 2.76 1.41 -0.66 0.1107
```

***

No. 5
This record from the OMol25 dataset describes a 2-piece molecular cluster, CH2F2O2PS overall at a distorted geometry. The level of theory is the ωB97M-V functional and the def2-TZVPD basis.

Values from the calculation:
Highest occupied orbital energy (spin up / spin down) in hartree: -0.112 / -0.112
ΔE to the lowest compared entry with this formula, charge and spin in kcal/mol: 114.1
E_LUMO (spin up / spin down) in eV: 3.83 / 3.83
E_tot in eV: -30722.58945
Total charge: -1
HOMO-LUMO gap (spin up / spin down) in eV: 6.9 / 6.9

```
9
Properties=species:S:1:pos:R:3:lowdin_charge:R:1
C 0.23 0.98 -0.15 -0.7561
O -2.07 -0.88 1.75 -0.5893
O -1.33 -1.58 -0.52 -0.5996
F 0.41 2.01 0.80 -0.1713
F 0.05 1.62 -1.34 -0.0957
P 1.77 -0.02 0.00 0.7736
S -1.92 -0.50 0.29 0.7130
H 1.70 -0.56 -1.37 -0.0864
H 1.16 -1.06 0.53 -0.1883
```

***

No. 6
This record from the OMol25 dataset describes a 2-piece molecular cluster, CH2F2O3S overall at a distorted geometry. The level of theory is the ωB97M-V functional and the def2-TZVPD basis.

Values from the calculation:
Highest occupied orbital energy (spin up / spin down) in hartree: -0.370 / -0.370
ΔE to the lowest compared entry with this formula, charge and spin in kcal/mol: 142.0
E_LUMO (spin up / spin down) in eV: -3.23 / -3.23
E_tot in eV: -23470.68991
HOMO-LUMO gap (spin up / spin down) in eV: 6.8 / 6.8

```
9
Properties=species:S:1:pos:R:3:lowdin_charge:R:1
C 0.41 1.19 -0.45 -0.0069
O -1.86 -0.32 -0.39 -0.1782
O -0.27 -0.36 1.52 -0.1438
O 0.48 -1.03 -0.68 -0.1854
F -0.80 0.72 2.22 -0.0323
F 0.74 -2.76 -0.86 -0.2370
S -0.52 -0.15 -0.11 0.6200
H 1.32 0.92 0.13 0.0752
H 0.49 1.79 -1.38 0.0885
```

***

No. 7
This record from the OMol25 dataset describes one molecule with the formula CH2F2OSi at a distorted geometry. The level of theory is the ωB97M-V functional and the def2-TZVPD basis.

Values from the calculation:
Highest occupied orbital energy (spin up / spin down) in hartree: -0.320 / -0.325
ΔE to the lowest compared entry with this formula, charge and spin in kcal/mol: 47.2
E_LUMO (spin up / spin down) in eV: -2.45 / -2.17
E_tot in eV: -16429.02863
HOMO-LUMO gap (spin up / spin down) in eV: 6.3 / 6.7

```
7
Properties=species:S:1:pos:R:3:lowdin_charge:R:1
C 1.37 0.20 0.02 0.1161
O 0.26 -0.41 -0.06 -0.1619
F -2.33 1.11 0.25 -0.4842
F -1.73 -1.40 0.42 -0.2057
Si -1.28 -0.36 -0.66 0.5700
H 1.42 1.17 -0.01 0.0608
H 2.29 -0.31 0.04 0.1049
```

***

No. 8
This record from the OMol25 dataset describes CH2F3MnNO3S as an isolated structure at a distorted geometry. The level of theory is the ωB97M-V functional and the def2-TZVPD basis.

Values from the calculation:
Highest occupied orbital energy (spin up / spin down) in hartree: -0.090 / -0.195
E_LUMO (spin up / spin down) in eV: 3.67 / 3.53
E_tot in eV: -59009.68910
Multiplicity: 7
Total charge: -1
HOMO-LUMO gap (spin up / spin down) in eV: 6.1 / 8.8

```
12
Properties=species:S:1:pos:R:3:mulliken_spin:R:1
Mn -2.49 -0.07 -0.56 5.9891
N -0.34 -0.72 1.21 0.0220
S 0.23 -1.05 -0.15 0.0690
O 0.87 -2.37 -0.36 -0.0066
O -0.69 -0.64 -1.29 -0.0670
C 1.67 0.10 -0.50 0.0087
F 2.70 -0.21 0.28 0.0011
F 1.32 1.36 -0.23 0.0000
F 2.06 0.04 -1.77 0.0006
O -1.98 1.32 0.69 -0.0229
H -2.58 1.71 1.33 0.0029
H -0.76 0.53 1.32 0.0030
```

***

No. 9
This record from the OMol25 dataset describes CH2F3NS as an isolated structure at a distorted geometry. The level of theory is the ωB97M-V functional and the def2-TZVPD basis.

Values from the calculation:
Highest occupied orbital energy in hartree: -0.345
ΔE to the lowest compared entry with this formula, charge and spin in kcal/mol: 45.4
E_LUMO in eV: 0.23
E_tot in eV: -21544.85643
HOMO-LUMO gap in eV: 9.6

```
8
Properties=species:S:1:pos:R:3:lowdin_charge:R:1
C 0.75 0.23 -0.56 0.0803
N -0.17 -0.47 -0.42 -0.0667
F -2.53 -1.68 0.30 -0.4426
F -2.15 -3.91 -0.34 -0.4697
F -1.18 0.93 1.46 -0.0469
S -1.31 -2.51 -0.46 0.9279
H 1.57 0.81 -0.60 0.0466
H -1.50 0.25 0.99 -0.0289
```

***

No. 10
This record from the OMol25 dataset describes a 3-piece molecular cluster, CH2FN overall at a distorted geometry. The level of theory is the ωB97M-V functional and the def2-TZVPD basis.

Values from the calculation:
Highest occupied orbital energy (spin up / spin down) in hartree: -0.458 / -0.388
ΔE to the lowest compared entry with this formula, charge and spin in kcal/mol: 147.8
E_LUMO (spin up / spin down) in eV: 0.11 / -2.64
E_tot in eV: -5269.85743
HOMO-LUMO gap (spin up / spin down) in eV: 12.6 / 7.9

```
5
Properties=species:S:1:pos:R:3:lowdin_charge:R:1
C -0.84 0.30 0.99 -0.0630
N -1.73 0.54 0.29 0.0246
F -3.00 0.85 1.74 -0.1720
H -0.35 -0.18 -1.50 0.0808
H -0.07 0.01 1.81 0.1297
```

***

No. 11
This record from the OMol25 dataset describes a 2-piece molecular cluster, CH2FNO2S overall at a distorted geometry. The level of theory is the ωB97M-V functional and the def2-TZVPD basis.

Values from the calculation:
Highest occupied orbital energy in hartree: -0.394
ΔE to the lowest compared entry with this formula, charge and spin in kcal/mol: 14.9
E_LUMO in eV: 0.44
E_tot in eV: -20205.36073
HOMO-LUMO gap in eV: 11.2

```
8
Properties=species:S:1:pos:R:3:lowdin_charge:R:1
C 0.11 -2.05 -0.85 -0.0155
N 0.68 -1.07 -0.94 0.0254
O -0.56 1.66 -0.82 -0.4029
O -0.19 0.36 1.25 -0.3569
F 0.96 2.66 0.84 -0.3360
S 0.51 1.27 0.04 0.8833
H -0.35 -3.02 -1.01 0.0731
H -1.17 0.19 1.49 0.1296
```

***

No. 12
This record from the OMol25 dataset describes a 2-piece molecular cluster, CH2FNS overall at a distorted geometry. The level of theory is the ωB97M-V functional and the def2-TZVPD basis.

Values from the calculation:
Highest occupied orbital energy in hartree: -0.338
ΔE to the lowest compared entry with this formula, charge and spin in kcal/mol: 9.8
E_LUMO in eV: 0.39
E_tot in eV: -16111.60725
SMILES: N=C=S.F
HOMO-LUMO gap in eV: 9.6

```
6
Properties=species:S:1:pos:R:3:lowdin_charge:R:1
N 0.64 0.84 -0.31 0.1164
C 0.81 1.00 0.83 -0.9371
S 1.31 1.19 2.30 0.6587
H -0.04 0.59 -1.12 0.1383
F -1.19 -1.35 -0.76 -0.1228
H -1.53 -2.26 -0.94 0.1465
```